Formula: C14H18ClF3O3P
Source: OMol25
Level of theory: ωB97M-V with the def2-TZVPD basis set

Geometry (Å):
C  0.1079  -1.0583  1.6407
C  0.3378  -1.9044  0.3021
C  1.8412  -1.9257  -0.1470
P  2.5130  -0.3149  -0.7940
Cl  3.6124  -0.8118  -2.4950
C  3.7597  0.3994  0.4010
C  3.1985  1.5380  1.3385
O  2.8835  1.0402  2.6646
C  1.8754  1.8318  3.2342
O  1.9230  3.0275  3.1822
C  1.2239  0.9334  -1.3793
F  0.2560  1.2203  -0.4866
F  0.7760  0.5430  -2.5968
F  1.9163  2.1217  -1.5910
O  -0.5436  -1.5576  -0.7576
C  -1.9039  -2.0100  -0.4764
C  -2.8304  -0.7799  -0.8264
C  -3.9850  -0.3825  -0.0340
C  -4.7143  0.8180  -0.4845
C  -4.3139  1.5881  -1.6663
C  -3.1752  1.1539  -2.4760
C  -2.4508  -0.0327  -2.0368
H  -0.3156  -1.6842  2.4663
H  1.1278  -0.6961  1.9688
H  -0.6036  -0.2070  1.4695
H  0.0846  -2.9718  0.5898
H  2.4751  -2.2024  0.7450
H  2.0109  -2.7235  -0.9132
H  4.2386  -0.4567  0.9545
H  4.5883  0.8611  -0.2099
H  4.0422  2.2717  1.4861
H  2.3624  2.1103  0.8675
H  0.9655  1.3809  3.7128
H  -2.0429  -2.3155  0.5906
H  -2.1132  -2.8851  -1.1568
H  -4.3058  -0.9529  0.8636
H  -5.5980  1.2266  0.0702
H  -4.8443  2.5136  -1.9948
H  -2.7941  1.6724  -3.3850
H  -1.5855  -0.3789  -2.6406

Atomic forces in eV per Å
C 0.5 0.0 -0.4
C -0.8 -1.0 1.3
C -0.5 -0.3 0.1
P 1.8 -1.7 -0.1
Cl -1.2 0.7 1.5
C 0.1 0.6 -0.1
C 1.5 0.7 0.2
O -1.9 -0.1 -0.7
C -0.1 1.3 0.2
O 0.1 -0.7 -0.2
C -0.1 2.1 -1.1
F 1.1 -0.8 -1.2
F 0.0 0.3 1.8
F -0.6 -1.6 0.4
O 0.7 -0.5 0.9
C -1.1 1.0 -0.8
C -0.5 0.8 -0.7
C 0.7 1.6 -2.3
C 1.1 0.0 -1.0
C 1.3 -1.6 0.2
C -0.2 -1.7 2.2
C -1.6 0.7 0.9
H 0.4 0.5 -0.8
H -1.2 -0.1 0.0
H 0.8 -0.7 0.1
H 0.7 0.9 -0.4
H -0.6 0.5 -0.9
H -0.2 0.9 0.4
H -0.7 0.8 -0.4
H -1.0 -0.5 0.3
H -0.9 -0.7 -0.4
H 0.5 -0.6 0.6
H 1.2 -0.7 -0.3
H 0.2 0.3 -0.8
H 0.2 0.8 0.8
H 0.3 0.6 -0.8
H 1.0 -0.7 -0.4
H 0.3 -1.0 0.6
H -0.7 -0.3 0.9
H -0.8 0.2 0.6

Output
Total charge: +1
Calculated total energy in eV: -50907.1742
E_LUMO in eV: -4.5250
HOMO-LUMO gap in eV: 6.86
Max |F| in eV/Å: 2.89
HOMO energy in eV: -11.4

=====

Formula: C24H22BCuF10N10OP
Source: OMol25
Level of theory: ωB97M-V with the def2-TZVPD basis set

Geometry (Å):
Cu  0.9064  -2.4451  0.4906
C  3.8111  2.1961  0.4623
N  2.8162  1.1534  0.9352
C  2.3944  0.1274  0.1805
N  1.5925  -0.6384  0.9049
C  1.5757  0.0104  2.1106
N  2.3191  1.0541  2.1783
C  3.2655  3.5865  0.1989
C  4.1202  4.5945  -0.1966
C  3.6687  5.9356  -0.3901
C  2.3187  6.1609  -0.3865
C  1.4143  5.1003  -0.1020
C  1.8983  3.8490  0.2574
C  -0.0136  5.3573  -0.1831
N  -0.7288  6.4145  -0.2123
N  -2.0468  6.0373  -0.4294
C  -2.0196  4.7313  -0.5044
O  -0.7664  4.2432  -0.3486
C  -3.0681  3.8173  -0.8317
C  -4.2781  4.3270  -1.2195
C  -5.3062  3.4699  -1.4988
C  -5.1256  2.1251  -1.4446
C  -3.8630  1.5255  -1.0558
C  -3.6849  0.0090  -0.8960
N  -2.3400  -0.5718  -1.1764
C  -1.2925  -0.6736  -0.3855
N  -0.4311  -1.6182  -0.8655
C  -1.1156  -2.1262  -1.9177
N  -2.2007  -1.4897  -2.1620
C  -2.8800  2.4263  -0.8311
H  4.2986  1.7508  -0.3699
H  4.6185  2.2692  1.2074
H  2.7272  -0.0373  -0.7783
H  0.8338  -0.3219  2.8587
H  5.1850  4.4149  -0.1077
H  4.3298  6.7733  -0.6491
H  1.8409  7.1302  -0.5896
H  1.2006  3.0357  0.4113
H  -4.4819  5.4025  -1.3188
H  -6.3331  3.8143  -1.8295
H  -5.9711  1.4260  -1.5225
H  -4.3903  -0.5100  -1.5033
H  -3.8587  -0.2873  0.1318
H  -1.2001  -0.1966  0.5863
H  -0.8339  -2.9163  -2.6023
H  -1.9252  2.0814  -0.4736
F  -2.4454  -2.3320  1.1698
B  -2.0185  -2.0489  2.4426
F  -2.4585  -0.8510  2.8558
F  -2.1474  -3.1338  3.2488
F  -0.5322  -1.7967  2.2217
F  3.2261  -2.0011  -1.4265
P  4.2814  -2.9056  -0.4467
F  4.6172  -1.5603  0.3403
F  5.1085  -3.7888  0.5817
F  2.8583  -3.1108  0.6048
F  5.4699  -2.6095  -1.4286
F  3.8422  -4.2082  -1.2050
C  -1.9477  -6.8306  0.8261
N  -0.8158  -6.0180  0.4704
C  0.4487  -6.5511  0.3529
C  1.2512  -5.4905  0.3022
N  0.5171  -4.3303  0.4555
C  -0.7421  -4.6854  0.6151
H  -2.0085  -7.0987  1.8445
H  -1.9880  -7.7595  0.2707
H  -2.8808  -6.3240  0.6121
H  0.7104  -7.5705  0.3176
H  2.3034  -5.4418  0.1263
H  -1.6302  -4.0708  0.7157

Atomic forces in eV per Å
Cu 0.6 0.7 -0.1
C -0.5 -0.4 1.9
N 1.3 0.6 -1.6
C -0.3 0.7 2.1
N 0.4 0.8 -0.1
C -2.1 -1.7 1.0
N 0.3 1.3 0.1
C -0.7 -0.3 -0.4
C 0.5 1.5 1.1
C 0.3 -1.0 -0.5
C -1.7 -0.2 0.2
C 1.3 1.0 0.3
C -0.2 -0.1 -0.8
C -0.2 -1.0 -0.1
N 0.0 1.0 0.0
N 0.3 -1.2 0.1
C 1.1 1.3 0.0
O -0.5 -0.3 -0.1
C -0.6 -0.6 -0.5
C -0.6 1.6 -0.2
C -2.3 0.0 -1.0
C 0.8 -3.1 1.2
C -1.8 0.5 -1.1
C 0.9 0.9 0.5
N -0.3 -0.1 -0.4
C 1.4 -0.7 0.3
N -1.0 0.6 1.4
C 0.8 0.2 -0.6
N -2.3 0.3 -0.9
C 1.5 0.5 1.2
H 0.1 -0.2 -1.1
H -0.5 -0.2 0.1
H 0.5 -0.4 -1.9
H 1.1 0.3 -0.2
H 0.1 0.0 -0.4
H 0.0 -0.7 0.3
H 0.6 -0.4 0.0
H 0.0 0.1 0.3
H 0.5 -0.5 0.3
H 1.5 -0.1 0.6
H 0.3 0.5 -0.4
H -0.3 -0.4 -0.6
H -0.3 0.1 0.3
H 0.1 0.1 -0.4
H 0.4 0.1 0.4
H 0.4 -0.1 -0.1
F -1.2 -0.5 -1.3
B 2.2 -0.1 -0.2
F -1.0 1.0 0.8
F -0.2 -0.1 0.5
F 0.0 -0.6 0.1
F 0.6 -0.8 0.7
P -1.2 1.2 -0.1
F -0.3 0.1 0.6
F 0.0 0.3 0.1
F 1.0 0.1 -0.3
F 0.4 -0.4 -0.3
F -0.5 -0.6 -0.5
C -1.3 -0.1 -1.0
N -0.6 -1.2 1.1
C -0.6 1.0 -0.2
C 1.2 1.4 -0.1
N -0.6 0.4 0.1
C 0.0 -1.1 -0.9
H 0.4 -0.1 1.4
H 0.3 -0.1 -0.4
H -0.1 0.3 -0.2
H -0.2 -0.9 -0.1
H 0.3 0.0 0.1
H 0.4 0.1 0.1

Output
Spin multiplicity: 2
Calculated total energy in eV: -123985.7086
E_LUMO (spin up / spin down) in eV: -0.3167 / -1.4983
HOMO-LUMO gap (spin up / spin down) in eV: 8.68 / 7.50
Max |F| in eV/Å: 3.43
HOMO energy (spin up / spin down) in eV: -9.0 / -9.0

=====

Formula: CH11O5
Source: OMol25
Level of theory: ωB97M-V with the def2-TZVPD basis set

Geometry (Å):
C  0.6592  1.3973  0.7672
O  0.7425  0.0002  0.9344
H  -0.3807  1.7362  0.7634
H  1.1314  1.6925  -0.1796
H  1.1756  1.9008  1.5870
H  2.0940  -0.2708  2.2584
H  3.4071  -0.5725  2.9396
O  2.5984  -0.0668  3.0713
H  0.1204  -0.4302  0.2578
H  -0.7983  -2.0559  -1.2036
O  -0.7798  -1.1985  -0.7793
H  -1.9569  -0.0511  -0.6625
H  -2.6617  0.7421  0.5154
O  -2.7050  0.5628  -0.4168
H  -0.9233  0.2474  -3.6601
H  -0.5082  -0.6045  -2.4418
O  -0.4570  -0.5626  -3.4330

Atomic forces in eV per Å
C 0.1 -0.2 -0.2
O -0.1 0.3 0.2
H 0.0 0.1 -0.1
H -0.1 0.2 0.0
H 0.1 -0.1 0.0
H -0.5 0.2 0.0
H 0.0 0.1 0.2
O 0.3 -0.3 -0.3
H 0.4 -0.7 0.1
H 0.0 -0.1 0.2
O 0.1 0.7 -0.3
H -0.1 -0.5 0.4
H 0.3 -0.2 0.4
O -0.4 0.5 -0.8
H 0.0 -0.1 0.0
H -0.1 -0.3 0.2
O 0.1 0.3 -0.1

Output
Total charge: -1
Calculated total energy in eV: -11454.3794
E_LUMO in eV: 3.6921
HOMO-LUMO gap in eV: 8.73
Max |F| in eV/Å: 1.01
HOMO energy in eV: -5.0

=====

Among the records above, which one has the lowest calculated total energy?
C24H22BCuF10N10OP

=====

The highest max |F| belongs to which entry?
C24H22BCuF10N10OP

=====

Which value of calculated total energy does entry 2 give?
-123985.7086 eV